1.
{"formula": "C10H16", "method": "ωB97M-V with the def2-TZVPD basis set", "symbols": ["C", "C", "C", "C", "C", "C", "C", "H", "H", "H", "H", "H", "H", "H", "H", "C", "C", "C", "H", "H", "H", "H", "H", "H", "H", "H"], "xyz": [[-2.0947, -1.1643, 1.8505], [-1.4911, -1.6357, 0.6374], [-1.3773, -0.7132, -0.4058], [-0.6215, -0.9976, -1.6109], [-0.1007, -2.2342, -1.7851], [-0.2855, -3.1824, -0.7657], [-0.7885, -2.8454, 0.4152], [-2.8643, -0.3121, 1.8977], [-1.4303, -0.6586, 2.4407], [-2.3938, -1.9703, 2.5024], [-1.8788, 0.3042, -0.3203], [-0.7733, -0.2819, -2.3789], [0.6053, -2.4847, -2.5908], [0.2217, -4.1475, -0.9305], [-0.8821, -3.5223, 1.2405], [1.1328, 2.5942, 1.1940], [1.7722, 1.7999, 0.0641], [1.5965, 2.5276, -1.2834], [1.4099, 1.9071, 2.0327], [0.0227, 2.6520, 1.1142], [1.5115, 3.6039, 1.3806], [2.6841, 1.3911, 0.4387], [1.2586, 0.9352, -0.0438], [0.5658, 2.7284, -1.6007], [2.0269, 3.5303, -1.3162], [2.1741, 2.1760, -2.1766]], "forces_ev_per_a": [[-2.8, 0.3, 1.8], [1.7, 1.5, -3.4], [0.1, 0.6, -1.2], [-2.6, 0.8, 2.0], [1.0, -0.9, -0.1], [2.7, -0.9, -2.1], [-2.9, 0.7, 2.8], [0.4, -1.7, -1.1], [2.6, 1.1, 1.5], [-0.6, -0.3, 0.2], [0.7, -1.4, -0.1], [0.8, 0.6, -0.7], [-0.9, 0.1, 0.0], [-0.5, 0.4, 0.4], [0.3, -0.7, 0.2], [-0.3, -1.3, 1.0], [-0.5, 3.0, -0.9], [1.9, 0.8, -1.3], [-0.7, 1.1, 0.2], [0.7, -0.1, 0.0], [0.2, -0.3, -0.2], [1.5, 0.6, -0.6], [-2.2, -2.8, -0.2], [0.0, -0.7, 0.4], [0.0, 0.4, 0.8], [-0.7, -0.8, 0.7]], "e_lumo_ev": 0.9, "smiles": "Cc1ccccc1.CCC", "homo_energy_ev": -8.9, "multiplicity": 1, "de_lowest_ev": 1.977, "total_energy_ha": -390.5632}



2.
{"formula": "C20H22F8InN2O5", "method": "ωB97M-V with the def2-TZVPD basis set", "symbols": ["C", "In", "C", "C", "O", "C", "C", "F", "F", "C", "F", "F", "C", "F", "F", "C", "F", "F", "H", "H", "H", "H", "H", "H", "H", "H", "H", "H", "H", "H", "C", "C", "C", "C", "C", "C", "N", "O", "O", "H", "H", "H", "H", "H", "C", "C", "C", "C", "C", "C", "N", "O", "O", "H", "H", "H", "H", "H"], "xyz": [[-3.8545, 0.1615, -1.5258], [-1.7472, -0.4885, -1.9986], [-0.6296, -1.3604, -0.2254], [-1.3445, -1.0212, 1.1867], [-1.4581, 0.4130, 1.3847], [-0.6077, 0.8915, 2.4184], [0.8783, 1.2455, 1.9710], [1.6600, 0.1010, 1.6598], [1.5093, 1.8076, 3.1320], [1.0099, 2.3490, 0.8353], [0.4532, 3.5420, 1.3755], [0.2282, 2.0766, -0.3058], [2.4882, 2.6117, 0.2989], [2.5741, 4.0120, 0.0592], [3.5110, 2.1932, 1.1576], [2.8004, 1.9407, -1.1337], [2.4724, 0.5843, -1.1916], [2.2806, 2.6986, -2.2034], [-3.8596, 1.0131, -0.7615], [-4.4355, -0.7354, -1.1355], [-4.3229, 0.5624, -2.4909], [-1.7072, -1.6738, -3.3827], [-0.8293, 0.9656, -2.6061], [-0.5248, -2.4940, -0.2433], [0.4313, -0.9389, -0.2774], [-0.8908, -1.5866, 2.0619], [-2.4195, -1.4083, 1.0633], [-1.0140, 1.8339, 2.9294], [-0.5085, 0.1238, 3.2679], [3.9384, 2.0062, -1.2434], [8.7965, 1.5624, 1.7257], [7.4536, 1.8291, 1.4804], [7.0306, 2.1457, 0.1951], [7.9621, 2.1878, -0.8391], [9.3087, 1.9295, -0.5998], [9.7235, 1.6165, 0.6893], [7.5165, 2.4963, -2.1999], [6.3328, 2.7352, -2.3682], [8.3533, 2.4928, -3.0873], [9.1226, 1.3101, 2.7296], [6.7352, 1.7872, 2.2915], [5.9819, 2.3514, 0.0170], [10.0390, 1.9655, -1.3995], [10.7696, 1.4105, 0.8866], [-8.9687, -5.1022, -0.4694], [-7.7818, -5.1368, 0.2550], [-7.0256, -3.9803, 0.4084], [-7.4709, -2.7930, -0.1650], [-8.6532, -2.7523, -0.8974], [-9.4021, -3.9139, -1.0484], [-6.6899, -1.5669, 0.0153], [-5.6505, -1.6457, 0.6471], [-7.1268, -0.5398, -0.4731], [-9.5595, -6.0057, -0.5827], [-7.4471, -6.0659, 0.7032], [-6.1026, -4.0192, 0.9747], [-9.0022, -1.8318, -1.3503], [-10.3266, -3.8926, -1.6149]], "forces_ev_per_a": [[-0.4, 0.3, 0.0], [0.1, 0.3, -0.4], [0.3, -0.1, 1.4], [-0.5, -1.5, -2.2], [1.2, 0.0, 1.7], [0.2, -0.1, 0.5], [0.5, -0.5, 1.0], [-1.5, 2.1, 0.3], [-0.9, -0.7, -1.8], [-1.4, 0.7, -0.6], [1.3, -2.1, -0.7], [1.7, 0.2, 2.4], [-0.3, 0.9, -1.3], [0.4, -2.5, 0.8], [-1.7, 1.0, -1.1], [1.5, 0.2, -0.6], [0.0, 2.5, 0.1], [0.4, -1.8, 2.1], [-0.1, -1.3, -0.9], [0.5, 1.4, -0.5], [0.5, -0.6, 1.3], [-0.1, 0.1, 0.3], [-0.2, -0.3, 0.2], [-0.2, 1.2, -0.1], [-1.3, -0.6, 0.3], [-0.3, 1.1, -0.7], [1.4, 0.6, 0.4], [0.4, -1.1, -1.2], [0.1, 0.9, -1.2], [-1.5, -0.1, 0.1], [0.0, 0.0, 0.0], [0.2, 0.0, -0.1], [-0.1, 0.0, 0.0], [0.2, -0.2, 0.8], [0.1, 0.0, -0.1], [-0.3, 0.0, 0.0], [-0.2, 0.1, -0.5], [0.4, -0.1, 0.1], [-0.2, 0.0, 0.3], [0.0, 0.0, -0.1], [0.0, 0.0, -0.1], [0.2, 0.0, -0.1], [-0.2, 0.0, 0.0], [-0.1, 0.0, -0.1], [0.0, 0.0, 0.0], [-0.1, 0.2, -0.1], [0.1, 0.0, 0.1], [-0.4, -0.7, -0.1], [-0.1, 0.0, 0.0], [0.2, -0.1, 0.2], [0.5, 0.7, 0.1], [-0.5, -0.2, 0.0], [0.0, -0.4, 0.2], [0.1, 0.1, 0.0], [0.0, 0.1, 0.0], [-0.1, 0.2, -0.1], [0.2, 0.0, 0.1], [0.1, 0.0, 0.0]], "e_lumo_ev": 0.9, "homo_energy_ev": -4.2, "multiplicity": 1, "total_charge": -1, "total_energy_ha": -2249.7738}



3.
{"formula": "C5H14N2", "method": "ωB97M-V with the def2-TZVPD basis set", "symbols": ["C", "N", "C", "C", "C", "C", "N", "H", "H", "H", "H", "H", "H", "H", "H", "H", "H", "H", "H", "H", "H"], "xyz": [[4.4656, -1.1124, 0.1255], [0.2740, -0.5811, -0.4179], [-0.3186, 1.4901, 1.5666], [-1.3577, 1.1418, 0.5200], [-1.0594, -0.1903, -0.1664], [-2.0757, -1.0667, -0.9288], [-3.3316, -0.3491, -1.3179], [4.6446, -1.1286, 1.1964], [3.6140, -1.7217, -0.1540], [4.4545, -0.1185, -0.3141], [5.3869, -1.5511, -0.2897], [-0.4991, 0.9306, 2.4840], [-0.3432, 2.5633, 1.7987], [0.6773, 1.2143, 1.2138], [-2.3562, 1.1093, 1.0007], [-1.4877, 2.0209, -0.1632], [-0.1208, 0.1883, -1.1085], [-1.5253, -1.3454, -1.8243], [-2.3542, -1.9273, -0.3037], [-3.4676, 0.4107, -0.6694], [-3.2199, 0.0228, -2.2477]], "forces_ev_per_a": [[1.3, -0.5, -0.4], [-0.9, 1.5, -0.7], [0.2, 0.3, 0.2], [-1.2, -0.4, -0.2], [-0.7, -1.5, 1.4], [-0.4, 1.8, 1.1], [0.0, -0.8, 0.1], [-0.4, 0.4, 0.1], [-0.2, 0.2, 0.0], [-0.5, 0.1, 0.4], [-0.3, -0.2, -0.1], [0.0, -0.1, 0.1], [0.0, -0.1, 0.1], [-0.1, 0.0, -0.1], [0.2, -0.1, 0.0], [0.4, -0.2, -0.3], [2.7, -0.3, -1.1], [-0.2, -0.5, -0.1], [0.2, -0.2, -0.4], [-0.1, 0.2, -0.1], [0.0, 0.3, 0.0]], "e_lumo_ev": [3.9, 3.9], "s_squared": 0.7539, "homo_energy_ev": [-0.2, -1.7], "multiplicity": 2, "de_lowest_ev": 2.954, "total_charge": -1, "total_energy_ha": -308.2545}



4.
{"formula": "C3H4N2O", "method": "ωB97M-V with the def2-TZVPD basis set", "symbols": ["H", "N", "C", "O", "C", "C", "N", "H", "H", "H"], "xyz": [[-2.1191, 1.7082, 0.2621], [-1.3185, 1.1636, -0.0438], [-1.2245, 0.0897, 0.6101], [-0.2559, -0.8294, 0.4047], [0.7051, -0.5282, -0.6001], [2.0382, -0.3575, -0.0018], [3.1049, -0.2271, 0.4232], [-1.8816, -0.2670, 1.4067], [0.4256, 0.3844, -1.1324], [0.7332, -1.3704, -1.2960]], "forces_ev_per_a": [[0.1, -0.1, 0.0], [0.0, -0.3, 0.2], [-0.1, 0.2, -0.1], [0.0, 0.0, 0.0], [0.1, 0.0, -0.2], [0.9, 0.1, 0.3], [-1.0, -0.1, -0.4], [0.1, 0.1, -0.1], [0.1, -0.1, 0.0], [0.0, 0.1, 0.1]], "e_lumo_ev": 0.8, "smiles": "[H]/N=C/OCC#N", "homo_energy_ev": -11.0, "multiplicity": 1, "de_lowest_ev": 1.491, "total_energy_ha": -301.4324}



5.
{"formula": "C3H10NO3", "method": "ωB97M-V with the def2-TZVPD basis set", "symbols": ["O", "C", "C", "C", "O", "N", "H", "H", "H", "H", "H", "H", "H", "H", "H", "H", "O"], "xyz": [[-1.7823, 0.8008, -2.0443], [-0.9519, -0.0596, -1.9166], [0.1469, 0.0672, -0.8810], [0.4815, -1.2736, -0.2036], [1.1760, -2.1280, -1.0670], [-0.2950, 1.1040, 0.0793], [-0.9729, -0.9882, -2.5073], [1.0197, 0.4399, -1.4126], [-0.4329, -1.8057, 0.0364], [1.0209, -1.0774, 0.7288], [1.9868, -1.7525, -1.4264], [-0.9828, 1.7022, -0.4059], [-0.7127, 0.7591, 0.9473], [0.3752, 1.8246, 0.4042], [0.7520, 0.8549, 3.3691], [-0.7704, 0.6388, 3.4483], [-0.0581, 0.8935, 2.8515]], "forces_ev_per_a": [[0.2, 0.0, 0.1], [-0.6, -0.1, -0.2], [0.3, -0.3, 0.0], [0.4, 0.2, -0.1], [-0.3, -0.1, -0.3], [-0.1, 1.8, 0.2], [0.2, 0.1, 0.0], [0.2, 0.1, 0.1], [-0.2, 0.0, 0.2], [0.0, 0.0, 0.0], [0.1, 0.1, 0.3], [-0.5, -0.4, -0.2], [0.1, -0.3, 0.1], [0.3, -1.0, -0.2], [0.0, 0.0, 0.1], [0.1, 0.0, 0.2], [-0.2, -0.1, -0.3]], "e_lumo_ev": -3.7, "homo_energy_ev": -14.7, "multiplicity": 1, "de_lowest_ev": 1.874, "total_charge": 1, "total_energy_ha": -400.5158}



6.
{"formula": "C6H7I2N2O2", "method": "ωB97M-V with the def2-TZVPD basis set", "symbols": ["C", "C", "C", "C", "C", "C", "N", "N", "O", "O", "I", "I", "H", "H", "H", "H", "H", "H", "H"], "xyz": [[1.3183, 0.9429, 0.6218], [0.0183, -1.2704, -0.0056], [1.4955, -0.2962, 0.1997], [-1.0778, -0.6586, 0.3650], [-1.2421, 0.7578, 0.8732], [-0.0301, 1.6847, 0.6099], [-0.2048, 2.1553, -0.7927], [0.2300, -2.4444, -0.8088], [-0.3895, 3.3343, -0.9017], [-0.1728, 1.2997, -1.6463], [3.2644, -1.4126, 0.0275], [-3.0350, -1.7615, 0.0418], [2.3311, 1.4849, 0.8409], [-2.1356, 0.9885, 0.2923], [-1.4551, 0.7399, 1.8697], [0.0698, 2.3879, 1.4096], [0.5751, -3.2293, -0.2123], [1.0752, -2.2591, -1.3388], [-0.6350, -2.4436, -1.4451]], "forces_ev_per_a": [[1.6, 3.4, 1.4], [8.5, 2.5, 0.2], [-4.0, -6.0, -2.4], [-4.3, 1.0, 1.8], [0.9, -1.7, -3.4], [1.4, -3.0, 0.4], [0.0, 0.8, 1.0], [-0.7, 0.6, 0.4], [-0.1, 0.6, -0.8], [-0.2, 0.0, -0.5], [-0.6, 0.6, 0.2], [0.9, 0.5, -0.4], [-2.4, -0.5, -0.1], [0.0, 1.1, 0.4], [-0.7, 0.0, 2.8], [-0.4, 1.3, -0.4], [-1.5, -0.2, -0.6], [0.3, 0.3, -0.8], [1.1, -1.4, 0.9]], "e_lumo_ev": [-4.2, -8.0], "s_squared": 2.0135, "homo_energy_ev": [-9.4, -12.9], "multiplicity": 3, "total_charge": 1, "total_energy_ha": -1087.6010}